This record from the Open Molecules 2025 dataset describes one molecule with the formula C7H12 at a distorted geometry. The level of theory is the ωB97M-V functional and the def2-TZVPD basis.

```
19
Properties=species:S:1:pos:R:3:forces:R:3:lowdin_charge:R:1
C -2.25452 0.22731 0.15989 2.3923 1.9478 -2.4092 -0.044
C -0.85914 -0.36614 -0.05015 0.9306 -1.4680 0.0195 -0.235
C 0.31998 -0.07801 -1.06826 -2.0075 2.0093 -0.7459 -0.273
C 0.88911 1.23170 -0.51705 0.6035 -2.4859 2.2725 -0.104
C 1.16435 0.64000 1.04966 0.7997 0.0938 -0.4575 -0.095
C 0.43657 -0.75044 0.87016 -2.3429 0.8169 1.6130 -0.239
C 1.06406 -1.20651 -0.41662 2.4155 -0.1271 0.4590 -0.165
H -2.73764 -0.14217 0.97057 -1.3241 -1.2604 2.5068 0.041
H -2.35602 1.27728 0.12719 0.3425 1.6192 0.6729 0.054
H -2.79947 0.01109 -0.73075 -0.5940 -0.8363 -0.6769 0.071
H -1.23186 -1.34243 -0.21679 0.2638 -1.6258 -0.7617 0.094
H 0.22469 0.02368 -2.16704 -0.3571 -0.5649 0.4670 0.139
H 1.62858 1.55404 -1.22374 1.5955 0.0645 0.5697 0.091
H 0.27831 2.06075 -0.44004 -2.0727 1.3564 -0.0361 0.062
H 0.87497 1.19545 2.02306 0.2698 -0.4401 -2.0862 0.118
H 2.26773 0.49541 1.01463 -0.6409 -0.0446 0.7794 0.082
H 0.14723 -1.49861 1.73590 1.2325 1.7559 -1.4133 0.164
H 2.19676 -1.18348 -0.32629 -1.1885 0.0257 -0.6302 0.135
H 0.74629 -2.14894 -0.79431 -0.3179 -0.8363 -0.1429 0.103
```
Positions in Å, forces in eV/Å.

Summary:
- Multiplicity: 1
- HOMO level: -9.789 eV
- Energy above the lowest of the compared OMol25 structures with the same formula, charge and spin: 64.5 kcal per mole
- SMILES string: C[C@@H]1[C@@H]2CC[C@H]1C2
- Energy: -7450.6351 eV
- LUMO: 1.1 eV